# C37H99CoF3N9O12S

A molecular structure, C37H99CoF3N9O12S (the ωB97M-V functional and the def2-TZVPD basis, OMol25).

Last column: Mulliken charge in e.
Element x y z (Å)
H -3.65778 -18.50092 13.91320  0.4769
C -13.64351 -11.32972 11.65064  -0.9045
H -15.85757 -20.88059 14.52938  0.3880
H -12.72260 -16.56593 13.45286  0.0221
H -6.58270 -25.80343 13.03244  0.2311
S -9.41783 -18.03059 11.90190  -0.1323
H -13.58467 -15.21441 14.19491  0.5131
H -10.72653 -21.26997 7.09956  0.4227
H -13.42661 -21.30355 16.42423  0.2756
O -8.12387 -24.48145 12.75716  -0.3488
H -5.65558 -19.91011 9.71920  0.4683
C -13.10430 -15.55978 13.27945  -1.2013
C -9.53562 -13.03468 10.14364  -1.5477
F -10.33864 -18.56979 9.50169  -0.0515
N -12.31255 -17.53705 5.04809  -0.4940
H -11.55353 -18.68863 14.87756  0.4103
H -17.16604 -15.78321 8.29775  0.4289
H -3.63212 -16.97359 14.57450  0.3954
H -10.06984 -24.79676 13.46087  0.4783
H -6.18964 -16.50948 17.91430  0.4107
H -15.50627 -22.47202 14.99561  0.3956
O -15.01333 -20.89824 5.41089  -0.4229
H -11.69958 -12.48055 12.65125  0.4493
H -12.73822 -16.95585 7.01314  -0.6725
H -12.92360 -12.94898 13.82990  0.3214
H -10.04000 -16.00538 6.33772  0.4306
H -6.87256 -17.94540 15.92744  0.2896
C -9.28057 -18.94184 18.79032  -0.6958
H -8.93737 -14.63475 8.08225  0.4200
H -10.30012 -18.58706 18.63945  0.2804
H -13.15994 -23.15273 14.71594  0.2949
C -8.71462 -14.34803 10.15488  1.5165
C -12.77662 -15.08207 5.85836  -1.0017
C -7.43458 -17.08547 16.29180  0.1387
H -13.84722 -15.19670 5.68873  0.3084
O -13.57596 -12.76403 11.85359  -0.2547
H -14.23758 -16.05983 10.45918  -0.4378
H -11.73072 -14.82995 11.69339  -0.9434
H -12.19776 -12.63431 5.83227  0.3844
H -9.00627 -12.28473 9.55586  0.4637
N -14.58988 -13.91401 9.16950  -0.2521
Co -6.69308 -16.08150 10.77556  0.4228
H -13.86961 -12.59561 6.50346  0.2942
H -6.76178 -17.39231 7.56237  0.2689
H -16.00298 -22.61459 6.14550  0.2898
C -15.56735 -14.90872 9.37386  0.2110
C -10.85460 -18.00161 10.62087  0.1520
H -12.48794 -12.25565 7.51254  0.2411
C -8.74135 -17.36340 17.05298  -0.1015
O -7.57988 -16.01708 8.88174  0.0642
C -4.83510 -17.22403 12.68711  0.3030
C -6.99739 -16.32863 7.59625  -1.0255
H -12.08100 -21.06836 8.25932  0.3374
C -5.39685 -18.43182 11.92048  -0.6240
H -4.70497 -19.27018 11.83955  0.5905
C -9.17684 -22.37136 10.97644  -1.2573
C -6.44168 -16.10121 16.93557  -1.4595
H -12.78568 -22.32800 6.27704  0.4288
H -9.76300 -21.51125 10.65283  0.1485
H -9.29348 -23.22756 10.31203  0.6185
C -13.74048 -21.36462 14.26193  0.9183
H -11.42310 -19.94646 13.69506  0.0325
H -6.44614 -16.36128 13.59901  -0.3109
H -9.67602 -12.65007 11.15383  0.4143
H -14.59618 -22.91823 5.23239  0.3125
H -13.29211 -17.43908 4.82237  0.3511
H -10.46065 -17.65204 6.86117  0.4411
H -15.84741 -15.33260 7.22842  0.1676
H -11.55202 -19.71609 7.25756  -0.3505
H -10.87563 -16.40224 7.86938  -0.2569
H -12.66752 -11.15248 11.19884  0.3037
C -14.08216 -20.63779 6.47046  -0.4099
O -15.99763 -17.09499 10.22203  -0.5195
H -11.08882 -14.77574 14.58052  0.3058
H -8.20578 -13.94993 12.00571  0.3872
H -12.42141 -19.68551 5.03253  0.3016
H -7.01056 -18.98719 9.07971  0.0588
H -14.46168 -21.11826 7.37225  0.4712
H -9.29460 -18.07686 16.44223  0.0184
H -14.44402 -11.03613 10.97161  0.2692
H -13.07816 -20.91522 4.35814  0.4337
C -4.32113 -17.65016 14.06891  -1.3291
N -7.84464 -16.43118 15.06163  -0.2270
O -9.94749 -17.34817 13.09974  -0.4732
H -13.72430 -19.78172 15.85981  0.4494
O -8.34454 -18.01003 18.31019  -0.4023
C -13.22730 -20.69769 15.54030  -0.7860
C -8.12871 -14.69174 8.81090  -0.9591
C -16.41460 -15.01768 8.10433  -1.5454
C -12.66180 -21.24640 6.22342  0.4777
H -9.12850 -19.23938 19.82784  0.2776
N -10.85242 -14.80174 13.59892  -0.3806
H -6.84252 -15.08810 16.96755  0.3849
H -15.07940 -18.26603 11.71887  0.2640
H -13.87805 -15.60792 12.51323  0.2605
H -13.53343 -20.65332 13.46238  -0.1250
C -15.44811 -22.24034 5.28517  -0.7080
C -15.23156 -21.72749 14.24840  -1.6856
C -15.48885 -18.35379 10.71252  -0.5928
H -8.11126 -26.51420 12.45369  0.3091
H -14.05095 -19.55912 6.62415  0.0428
H -5.49341 -16.01856 16.40447  0.2789
O -5.86372 -18.09921 10.60205  -0.4762
H -5.11284 -17.84535 14.79224  0.0713
O -11.82721 -20.58902 15.62082  -0.4502
H -13.71369 -10.74028 12.56482  0.3531
C -9.89496 -22.94819 12.22772  0.5106
C -9.55734 -24.46529 12.55778  -1.1398
H -12.00297 -22.34260 13.95319  0.2309
H -9.37915 -16.49210 17.20178  0.3458
N -7.73584 -14.28841 11.17826  -0.4504
H -9.40902 -15.15362 10.39349  -0.8467
C -12.19735 -16.53756 6.16427  1.0984
H -7.90886 -26.01410 14.15509  0.3014
C -10.80948 -16.62097 6.80360  -1.1221
H -10.51790 -13.30765 9.75802  0.2564
H -7.21334 -19.83210 10.48109  -0.0391
H -8.47493 -22.55247 13.38639  0.4526
C -12.56792 -13.11906 12.81369  -1.3817
C -7.66880 -25.77324 13.11950  -0.7711
N -9.39639 -22.14313 13.32754  -0.4603
C -14.99982 -16.26659 9.70794  1.1957
H -8.55462 -16.98124 14.59961  -0.1163
H -7.08983 -13.54392 10.95801  0.2732
H -10.97621 -22.82442 12.16711  0.3831
H -14.51030 -16.73046 8.85161  -0.3325
H -16.12746 -22.30792 4.43546  0.2780
C -12.83209 -12.87609 6.68508  -0.9476
C -12.03187 -14.56436 12.70673  2.3805
H -13.88939 -14.19512 8.49839  0.0312
H -9.17196 -21.26004 12.89176  0.1452
H -3.99415 -16.75879 12.17287  0.4225
F -11.90720 -18.71774 11.02115  -0.1405
H -6.28494 -18.78221 12.44644  0.1140
N -12.98429 -22.57672 13.90509  -0.5444
H -14.69446 -18.75168 10.08108  0.1637
H -9.11608 -19.82247 18.16940  0.2804
H -16.29329 -19.07807 10.84063  0.3413
H -7.33292 -13.97781 8.59850  0.4976
F -11.24550 -16.72551 10.38675  0.1652
H -6.03534 -15.81654 7.61460  0.3507
H -8.23174 -15.56831 15.41619  0.2753
N -12.30842 -20.68729 4.97104  -0.7194
H -10.08985 -19.72159 14.81632  -0.0192
O -9.05014 -19.44310 12.01663  -0.3913
H -15.64142 -22.12287 13.31899  0.3764
H -11.91969 -17.08891 4.23266  0.2511
H -16.77805 -14.03067 7.81830  0.4083
C -11.69217 -20.79685 7.27789  -1.1613
H -16.29528 -14.55727 10.10509  0.4330
C -6.45647 -19.22158 9.98864  -0.4801
H -14.10979 -13.64443 10.01622  0.1729
H -5.47756 -15.31545 12.97675  0.4672
O -12.56837 -14.22928 6.96896  -0.0327
C -11.17604 -19.70014 14.72771  -0.2318
H -8.12128 -22.15107 11.13568  0.0962
H -9.84783 -25.11879 11.73519  0.4764
H -12.33596 -14.66658 4.95211  0.4610
N -5.87387 -16.22302 12.77835  -0.1033
H -10.41454 -15.69256 13.41235  -0.0785
O -8.31359 -17.27350 11.30959  1.0444
H -7.58479 -16.19356 6.68805  0.3049

Calculated values
<S²>: 3.7553
Net charge: +1
Multiplicity: 4
HOMO-LUMO gap (spin up / spin down): 6.7 / 5.9 eV